No. 1
A structure of composition C19H23I2N8ORuS2. Source: OMol25; level of theory: the ωB97M-V functional and the def2-TZVPD basis.

Each line ends with the natural charge from an NBO analysis.
CARTESIAN COORDINATES (ANGSTROEM)
Ru1 0.124 -0.423 -0.170  0.7407
I1 -4.195 -0.500 6.645  0.3351
C1 -3.460 -0.434 4.676  -0.0688
C2 -4.324 -0.614 3.595  -0.2791
C3 -3.806 -0.594 2.328  -0.1667
I2 -4.973 -0.852 0.609  0.2368
C4 -2.404 -0.445 2.060  0.4542
O1 -1.998 -0.544 0.870  -0.6244
C5 -1.557 -0.215 3.198  -0.0692
C6 -0.082 -0.018 2.968  -0.2452
N1 0.422 -1.100 2.119  -0.5986
C7 1.858 -1.340 2.139  -0.2612
C8 2.208 -2.343 1.061  0.2173
C9 3.354 -3.121 1.134  -0.2269
C10 3.623 -4.016 0.111  -0.1165
C11 2.718 -4.136 -0.932  -0.2319
C12 1.593 -3.329 -0.925  0.0659
N2 1.353 -2.447 0.039  -0.4623
C13 -2.091 -0.222 4.462  -0.2191
H1 -5.379 -0.769 3.756  0.2627
H2 0.440 0.017 3.934  0.2121
H3 0.099 0.940 2.446  0.2287
H4 -0.058 -1.969 2.367  0.3991
H5 2.192 -1.713 3.119  0.2131
H6 2.375 -0.388 1.937  0.2309
H7 4.025 -3.014 1.973  0.2397
H8 4.515 -4.622 0.144  0.2450
H9 2.883 -4.835 -1.735  0.2486
H10 0.845 -3.404 -1.703  0.2083
H11 -1.452 -0.057 5.318  0.2457
C14 -3.396 -0.187 -4.386  -0.6766
C15 -2.941 0.808 -3.402  0.3615
N3 -3.177 2.076 -3.441  -0.2206
N4 -2.529 2.628 -2.406  -0.3487
C16 -1.848 1.710 -1.695  0.2336
S1 -0.839 2.054 -0.403  -0.1218
N5 -2.117 0.520 -2.319  -0.2266
N6 -1.691 -0.729 -1.874  -0.6236
H12 -3.985 0.326 -5.141  0.2821
H13 -4.006 -0.957 -3.914  0.2445
H14 -2.549 -0.658 -4.887  0.2419
H15 -2.612 3.618 -2.219  0.4475
H16 -1.569 -1.361 -2.668  0.4062
H17 -2.384 -1.126 -1.219  0.4227
S2 2.184 0.281 -1.502  -0.2129
C17 2.642 1.917 -1.453  0.3635
N7 3.720 2.358 -0.812  -0.5497
C18 3.951 3.776 -1.041  -0.2323
C19 2.723 4.185 -1.881  -0.2322
N8 2.036 2.917 -2.083  -0.5440
H18 4.390 1.761 -0.357  0.4385
H19 4.892 3.932 -1.576  0.2254
H20 4.002 4.311 -0.090  0.2243
H21 3.006 4.628 -2.839  0.2285
H22 2.079 4.888 -1.346  0.2183
H23 1.169 2.832 -2.586  0.4363

multiplicity: 2
HOMO (alpha / beta): -13.43 / -13.48 eV
energy above the lowest of the compared OMol25 structures with the same formula, charge and spin: 0.0 kJ/mol
frontier orbital gap (alpha / beta): 0.28974 / 0.20797 Eh
charge: +2



No. 2
A cluster of 3 separate species, C21H36N4O4 in total. Source: OMol25; level of theory: the ωB97M-V functional and the def2-TZVPD basis.

Each line ends with the natural charge from an NBO analysis.
CARTESIAN COORDINATES (ANGSTROEM)
N1 3.337 -0.594 6.282  -0.3480
C1 2.273 -0.990 6.126  0.5231
O1 1.061 -1.402 5.663  -0.4598
C2 0.066 -0.424 5.958  0.4898
C3 0.100 0.936 5.185  -0.1835
C4 0.948 2.048 5.695  -0.1282
C5 0.905 3.315 4.947  -0.2635
C6 0.043 3.359 3.763  0.0553
N2 -0.711 2.349 3.247  -0.4207
C7 -0.661 1.192 3.963  0.0613
C8 -1.316 -1.203 5.887  -0.1086
O2 -2.197 -0.258 6.545  -0.5010
C9 -1.388 0.585 7.313  0.9874
O3 -1.701 1.601 7.810  -0.5053
O4 -0.078 0.004 7.339  -0.5362
H1 1.549 1.906 6.629  0.2524
H2 1.496 4.182 5.311  0.2417
H3 0.003 4.340 3.216  0.2078
H4 -1.279 0.337 3.573  0.1975
H5 -1.247 -2.012 6.667  0.2124
H6 -1.626 -1.622 4.901  0.2253
C10 2.826 3.510 -2.388  -0.6155
C11 2.645 3.014 -0.959  -0.2122
N3 1.358 2.377 -0.725  -0.4553
C12 1.061 2.174 0.689  -0.2064
C13 1.969 1.225 1.476  -0.6364
C14 1.026 1.262 -1.599  -0.2159
C15 1.990 0.074 -1.641  -0.6390
H7 2.006 4.168 -2.684  0.2111
H8 3.755 4.079 -2.467  0.2115
H9 2.887 2.686 -3.102  0.2010
H10 2.728 3.886 -0.303  0.1945
H11 3.483 2.351 -0.703  0.1582
H12 0.025 1.841 0.796  0.2052
H13 1.091 3.152 1.181  0.1842
H14 1.776 0.181 1.225  0.1981
H15 1.773 1.334 2.546  0.2074
H16 3.028 1.435 1.317  0.2064
H17 0.923 1.647 -2.619  0.1909
H18 0.024 0.895 -1.351  0.1944
H19 3.033 0.385 -1.729  0.2053
H20 1.765 -0.549 -2.511  0.2114
H21 1.889 -0.562 -0.762  0.2020
C16 -0.941 -2.204 -2.285  -0.6167
C17 -1.312 -1.756 -3.693  -0.2145
N4 -1.169 -2.804 -4.691  -0.4538
C18 -1.229 -2.310 -6.061  -0.2056
C19 -2.541 -1.680 -6.534  -0.6349
C20 -1.902 -4.037 -4.439  -0.2162
C21 -3.419 -3.942 -4.261  -0.6373
H22 0.063 -2.632 -2.258  0.2125
H23 -0.957 -1.346 -1.609  0.2094
H24 -1.645 -2.941 -1.892  0.2016
H25 -0.643 -0.930 -3.954  0.1956
H26 -2.329 -1.340 -3.678  0.1596
H27 -0.958 -3.118 -6.748  0.1920
H28 -0.436 -1.563 -6.182  0.1883
H29 -3.310 -2.432 -6.710  0.1998
H30 -2.378 -1.165 -7.485  0.2113
H31 -2.926 -0.942 -5.828  0.2046
H32 -1.486 -4.502 -3.539  0.1905
H33 -1.684 -4.756 -5.234  0.1969
H34 -3.711 -3.130 -3.593  0.2033
H35 -3.794 -4.871 -3.822  0.2108
H36 -3.932 -3.811 -5.213  0.2026

SMILES: N#CO[C@@]1(c2cccnc2)COC(=O)O1.CCN(CC)CC.CCN(CC)CC
HOMO: -8.07 eV
frontier orbital gap: 0.29395 Eh



No. 3
A cluster of 2 separate species, C46H59F2N2O3 in total. Source: OMol25; level of theory: the ωB97M-V functional and the def2-TZVPD basis.

Each line ends with the Löwdin charge.
CARTESIAN COORDINATES (ANGSTROEM)
C1 -0.383 -5.825 -2.036  -0.0971
C2 -1.871 -5.960 -1.694  -0.2476
C3 -2.740 -5.515 -2.874  -0.2200
C4 -3.068 -4.020 -2.788  -0.2195
C5 -4.455 -3.755 -2.218  -0.1953
C6 -4.628 -2.475 -1.376  -0.1792
C7 -5.337 -1.345 -2.165  -0.1986
C8 -4.454 -0.134 -2.431  -0.1973
C9 -3.198 -0.566 -3.190  -0.2209
C10 -2.605 0.462 -4.131  -0.1880
C11 -1.588 -0.234 -5.038  -0.1937
C12 -1.499 0.264 -6.465  -0.1889
C13 -0.567 1.442 -6.708  -0.1827
C14 0.878 1.224 -6.267  -0.1015
C15 1.167 1.606 -4.849  -0.1865
C16 0.550 2.657 -4.241  0.0609
C17 0.811 2.985 -2.931  -0.0890
C18 0.060 4.130 -2.326  -0.0991
C19 -0.408 3.953 -0.889  -0.1467
C20 -1.431 2.850 -0.739  -0.1920
F1 -2.694 3.406 -0.782  -0.0359
C21 1.744 2.224 -2.278  -0.1536
F2 2.050 2.509 -1.021  0.1280
C22 2.389 1.179 -2.876  -0.1087
C23 3.422 0.419 -2.138  -0.1011
C24 2.974 -0.952 -1.646  -0.1586
C25 4.056 -1.629 -0.822  -0.2070
N1 4.406 -0.963 0.419  -0.0435
C26 3.729 -1.439 1.620  -0.1419
C27 2.301 -0.939 1.713  -0.1564
C28 2.060 0.414 1.752  -0.0408
C29 0.776 0.896 1.803  -0.1058
C30 -0.257 -0.003 1.803  -0.1102
C31 -0.036 -1.352 1.776  -0.0060
C32 1.252 -1.832 1.729  -0.2803
O1 1.512 -3.185 1.696  0.0397
N2 2.060 0.903 -4.144  0.2167
H1 0.013 -4.941 -1.558  0.0573
H2 -0.234 -5.697 -3.100  0.0616
H3 0.155 -6.702 -1.718  0.0648
H4 -2.125 -6.988 -1.485  0.0979
H5 -2.128 -5.347 -0.842  0.0989
H6 -3.659 -6.084 -2.917  0.1044
H7 -2.196 -5.716 -3.788  0.0945
H8 -3.020 -3.646 -3.803  0.0926
H9 -2.282 -3.524 -2.230  0.1009
H10 -5.125 -3.726 -3.065  0.1048
H11 -4.791 -4.585 -1.613  0.1053
H12 -5.224 -2.723 -0.512  0.1000
H13 -3.674 -2.103 -1.030  0.0909
H14 -6.243 -1.054 -1.649  0.1059
H15 -5.613 -1.764 -3.123  0.0990
H16 -5.022 0.549 -3.051  0.1091
H17 -4.173 0.331 -1.495  0.1081
H18 -3.489 -1.417 -3.789  0.0950
H19 -2.475 -0.924 -2.468  0.1108
H20 -2.093 1.197 -3.516  0.0861
H21 -3.362 1.003 -4.685  0.1166
H22 -1.874 -1.273 -5.098  0.1041
H23 -0.635 -0.218 -4.514  0.1005
H24 -1.262 -0.542 -7.145  0.1142
H25 -2.484 0.604 -6.757  0.1148
H26 -1.008 2.336 -6.293  0.1024
H27 -0.549 1.597 -7.776  0.1167
H28 1.515 1.779 -6.941  0.1315
H29 1.125 0.178 -6.425  0.1297
H30 -0.154 3.263 -4.765  0.1319
H31 0.631 5.039 -2.477  0.1431
H32 -0.835 4.240 -2.924  0.1265
H33 -0.925 4.862 -0.620  0.1271
H34 0.401 3.856 -0.187  0.1012
H35 -1.386 2.118 -1.537  0.1058
H36 -1.319 2.385 0.230  0.1015
H37 3.727 1.019 -1.300  0.1103
H38 4.292 0.294 -2.775  0.1407
H39 2.014 -0.891 -1.149  0.1164
H40 2.795 -1.578 -2.517  0.1143
H41 4.946 -1.689 -1.444  0.1146
H42 3.781 -2.651 -0.619  0.1230
H43 4.348 0.038 0.336  0.0803
H44 3.742 -2.511 1.614  0.1089
H45 4.274 -1.112 2.494  0.1250
H46 2.909 1.076 1.752  0.1202
H47 0.617 1.957 1.823  0.0988
H48 -1.275 0.340 1.835  0.0996
H49 -0.852 -2.051 1.764  0.1220
H50 1.321 -3.544 2.567  0.1209
H51 2.520 0.127 -4.600  0.1921
C33 4.235 1.169 10.052  -0.0524
C34 4.062 2.502 10.409  -0.0509
C35 3.139 3.287 9.741  0.0005
C36 2.392 2.746 8.704  -0.0824
C37 2.582 1.412 8.330  -0.0844
C38 3.498 0.626 9.015  -0.0019
C39 1.825 0.822 7.191  -0.2763
O2 1.984 -0.336 6.864  0.1027
C40 0.870 1.698 6.452  -0.0783
C41 0.194 1.185 5.354  -0.0027
C42 -0.703 1.979 4.664  -0.0690
C43 -0.941 3.288 5.070  -0.0521
C44 -0.267 3.806 6.164  0.0008
C45 0.646 3.017 6.852  -0.0784
C46 1.389 3.602 8.007  -0.2758
O3 1.185 4.742 8.362  0.1126
H52 4.951 0.556 10.583  0.1093
H53 4.648 2.927 11.213  0.1099
H54 2.997 4.322 10.019  0.1220
H55 3.633 -0.408 8.731  0.1203
H56 0.377 0.167 5.039  0.1179
H57 -1.223 1.576 3.808  0.0854
H58 -1.649 3.904 4.532  0.1071
H59 -0.442 4.823 6.484  0.1219

HOMO: -10.96 eV
frontier orbital gap: 0.26269 Eh
charge: +1



No. 4
A structure of composition C14H30O2. Source: OMol25; level of theory: the ωB97M-V functional and the def2-TZVPD basis.

Each line ends with the natural charge from an NBO analysis.
CARTESIAN COORDINATES (ANGSTROEM)
C1 1.247 3.853 -1.571  -0.6175
H1 0.097 3.839 -1.429  0.2164
H2 1.356 3.569 -2.735  0.2002
H3 1.682 4.800 -1.410  0.2169
C2 1.746 2.782 -1.057  -0.0715
C3 3.385 2.782 -1.163  -0.6363
H4 3.837 3.796 -0.760  0.2449
H5 3.922 1.873 -0.769  0.2199
H6 3.631 2.533 -2.367  0.1823
C4 1.628 2.914 0.602  -0.0556
O1 2.471 3.990 1.130  -0.6992
H7 2.010 4.839 0.573  0.4476
H8 1.987 2.193 1.060  0.1562
H9 0.662 2.845 0.858  0.1499
C5 1.179 1.416 -1.510  -0.3518
C6 1.947 0.157 -1.112  -0.4347
C7 1.960 -0.383 0.249  -0.3857
C8 0.807 -0.542 1.084  -0.3947
C9 -0.204 -1.718 0.335  -0.3620
C10 -1.342 -1.747 1.416  -0.3518
H10 -1.051 -2.214 2.125  0.1595
H11 -1.627 -0.723 1.711  0.2131
C11 -2.485 -2.630 0.777  -0.1050
C12 -2.012 -3.862 0.298  -0.5223
H12 -1.400 -3.887 -0.991  0.1576
H13 -1.557 -4.518 0.871  0.1855
H14 -3.106 -4.392 -0.143  0.1978
C13 -3.485 -2.990 1.830  -0.6189
H15 -4.445 -3.212 1.558  0.2091
H16 -3.180 -3.520 2.650  0.2125
H17 -3.775 -2.025 2.335  0.1917
C14 -3.295 -1.741 -0.523  -0.0229
O2 -3.733 -0.543 0.034  -0.7480
H18 -4.461 -0.516 0.693  0.4897
H19 -4.146 -2.295 -0.790  0.1610
H20 -2.470 -1.736 -1.168  0.1900
H21 0.243 -2.568 0.018  0.2075
H22 -0.502 -1.123 -0.306  0.1721
H23 1.127 -1.010 2.016  0.2031
H24 0.537 0.373 1.231  0.1912
H25 2.700 0.175 0.913  0.2004
H26 2.734 -1.379 0.325  0.1933
H27 1.370 -0.561 -1.779  0.2012
H28 2.824 0.260 -1.683  0.2216
H29 1.119 1.554 -2.539  0.2066
H30 0.065 1.291 -0.886  0.1792

HOMO: -9.18 eV
energy above the lowest of the compared OMol25 structures with the same formula, charge and spin: 1242.2 kJ/mol
frontier orbital gap: 0.35944 Eh



No. 5
A structure of composition C4H8N2O2. Source: OMol25; level of theory: the ωB97M-V functional and the def2-TZVPD basis.

Each line ends with the natural charge from an NBO analysis.
CARTESIAN COORDINATES (ANGSTROEM)
C1 -1.007 -0.469 -0.146  0.4449
C2 0.207 0.376 -0.053  0.1457
C3 1.085 0.308 1.291  -0.4205
C4 1.637 0.025 -0.127  0.0907
H1 -3.078 -0.583 0.288  0.3964
H2 -2.301 1.141 -0.480  0.4436
H3 -1.616 -2.130 -0.016  0.3317
H4 0.557 1.939 -1.630  0.4805
H5 0.984 -0.389 1.993  0.2205
H6 1.280 1.485 1.453  0.2252
H7 2.490 0.964 -0.013  0.2019
H8 1.143 -1.617 -0.995  0.5110
N1 -2.365 -0.033 -0.014  -0.8919
N2 -0.806 -1.638 -0.109  -0.7198
O1 -0.253 1.715 -0.677  -0.7572
O2 2.043 -1.093 -0.764  -0.7026

HOMO: -9.17 eV
energy above the lowest of the compared OMol25 structures with the same formula, charge and spin: 780.7 kJ/mol
frontier orbital gap: 0.35163 Eh



No. 6
The molecule C5H6N2O. Source: OMol25; level of theory: the ωB97M-V functional and the def2-TZVPD basis.

Each line ends with the natural charge from an NBO analysis.
CARTESIAN COORDINATES (ANGSTROEM)
C1 1.962 -0.109 -0.030  0.1400
C2 1.282 1.027 -0.066  -0.3123
C3 -0.140 0.609 -0.332  -0.1144
N1 -1.479 1.079 0.009  -0.4583
N2 -2.251 -0.116 -0.154  -0.2125
C4 -1.522 -1.195 -0.140  0.0317
C5 -0.113 -0.792 0.223  0.0232
O1 1.207 -1.263 -0.148  -0.4880
H1 3.035 -0.317 -0.016  0.2079
H2 1.763 1.966 -0.045  0.2338
H3 -0.162 0.500 -1.402  0.1906
H4 -1.528 1.421 1.004  0.3653
H5 -1.983 -2.164 -0.247  0.2205
H6 -0.072 -0.645 1.345  0.1725

SMILES: C1=C[C@@H]2NN=C[C@H]2O1
HOMO: -8.97 eV
energy above the lowest of the compared OMol25 structures with the same formula, charge and spin: 318.2 kJ/mol
frontier orbital gap: 0.36727 Eh



No. 7
A structure of composition C4H9NO. Source: OMol25; level of theory: the ωB97M-V functional and the def2-TZVPD basis.

Each line ends with the natural charge from an NBO analysis.
CARTESIAN COORDINATES (ANGSTROEM)
C1 1.699 0.572 0.176  -0.8245
C2 0.497 -0.294 -1.151  0.2467
O1 0.472 -1.570 -1.169  -0.7986
C3 -0.536 0.369 -0.288  -0.0590
C4 -1.993 -0.238 0.052  -0.2892
N1 -0.776 -0.501 0.841  -0.5635
H1 2.334 -0.291 0.342  0.2073
H2 2.216 1.355 -0.382  0.1971
H3 1.465 1.018 1.180  0.1696
H4 0.811 0.251 -2.064  0.1558
H5 -0.334 -1.406 0.559  0.4649
H6 -0.487 1.444 -0.167  0.2388
H7 -2.449 -1.170 -0.301  0.2294
H8 -2.700 0.386 0.608  0.2063
H9 -0.656 -0.205 1.799  0.4190

HOMO: -7.28 eV
energy above the lowest of the compared OMol25 structures with the same formula, charge and spin: 526.4 kJ/mol
frontier orbital gap: 0.28464 Eh



No. 8
A cluster of 2 separate species, C14H16O in total. Source: OMol25; level of theory: the ωB97M-V functional and the def2-TZVPD basis.

Each line ends with the natural charge from an NBO analysis.
CARTESIAN COORDINATES (ANGSTROEM)
C1 -2.716 0.337 -3.000  -0.6229
C2 -1.298 -0.011 -2.571  -0.0513
C3 -1.061 -1.308 -2.092  -0.1735
C4 0.221 -1.779 -1.861  -0.3105
C5 1.300 -0.959 -2.141  0.3005
O1 2.591 -1.405 -2.049  -0.6783
C6 1.101 0.354 -2.549  -0.2701
C7 -0.202 0.811 -2.715  -0.1866
H1 -3.033 -0.509 -3.608  0.2166
H2 -2.701 1.227 -3.612  0.2175
H3 -3.405 0.398 -2.160  0.2177
H4 -1.929 -1.920 -1.869  0.2079
H5 0.323 -2.852 -1.771  0.2183
H6 2.643 -2.137 -1.422  0.4806
H7 1.951 0.994 -2.408  0.2273
H8 -0.294 1.841 -3.044  0.2114
C8 -1.469 0.956 4.591  -0.6313
C9 -0.541 0.814 3.412  -0.0070
C10 -0.999 0.394 2.163  -0.2242
C11 -0.085 0.028 1.190  -0.1905
C12 1.284 0.105 1.398  -0.2380
C13 1.737 0.598 2.616  -0.1905
C14 0.831 1.004 3.578  -0.2279
H9 -0.917 1.216 5.488  0.2119
H10 -2.063 0.079 4.843  0.2222
H11 -2.118 1.821 4.411  0.2175
H12 -2.053 0.392 1.912  0.2077
H13 -0.490 -0.317 0.248  0.2183
H14 1.933 -0.208 0.593  0.2124
H15 2.805 0.682 2.776  0.2094
H16 1.180 1.319 4.550  0.2054

SMILES: Cc1ccc(O)cc1.Cc1ccccc1
HOMO: -8.52 eV
energy above the lowest of the compared OMol25 structures with the same formula, charge and spin: 53.1 kJ/mol
frontier orbital gap: 0.34320 Eh



Looking at max |F| for the records above, in order, we have 0.03305; 0.06360; 0.02366; 0.28757; 0.22159; 0.03419; 0.05099; 0.03263 hartree/bohr.